{
  "formula": "C7H7IrN2O6",
  "method": "ωB97M-V/def2-TZVPD",
  "total_energy_ev": -25453.6858,
  "multiplicity": 5,
  "gap_ev": [7.3, 5.7],
  "largest_force_ev_per_a": 6.39,
  "total_charge": 2,
  "elements": ["Ir", "O", "O", "O", "O", "O", "O", "N", "N", "C", "C", "C", "C", "C", "C", "C", "H", "H", "H", "H", "H", "H", "H"],
  "coordinates": [[-0.3488, -0.3150, 0.2052], [1.5749, -0.8207, -2.7841], [-1.2265, 1.3896, 2.6980], [1.7264, 0.1776, 1.0148], [-3.0073, -0.4434, -1.2332], [0.0089, -2.6418, 2.3122], [0.2211, 2.4125, -1.1152], [3.9325, 0.1166, 1.5800], [2.9863, -1.6806, 0.5324], [3.9792, 1.4202, 2.2198], [-0.1036, -1.7907, 1.5182], [0.9383, -1.1524, -1.8497], [-1.0082, 0.7383, 1.7606], [-2.0615, -0.5375, -0.5634], [-0.0046, 1.3390, -0.7396], [2.8403, -0.4452, 1.0421], [3.8642, -2.1843, 0.6551], [-0.2398, -1.1037, -1.9242], [4.1855, 1.3150, 3.3019], [4.7851, 2.0260, 1.7687], [4.7820, -0.4479, 1.5955], [3.0178, 1.9397, 2.0847], [2.1797, -2.1728, 0.1919]],
  "lowdin_charge": [1.1051, 0.1059, 0.2146, -0.1061, 0.2029, 0.1688, 0.2035, 0.2425, 0.2968, 0.0783, -0.2108, -0.1821, -0.1470, -0.2475, -0.2295, -0.4668, 0.1643, 0.0672, 0.1605, 0.1552, 0.2029, 0.1218, 0.0992]
}